(1)
DFT (ωB97M-V/def2-TZVPD) results for 19 unconnected molecules or ions with the total composition C46H45BCl72F3N2O3 at a distorted geometry.

The geometry in XYZ format:
```
172
Properties=species:S:1:pos:R:3:lowdin_charge:R:1
H 0.624 2.180 3.185 0.086
Cl 7.427 -7.771 4.902 0.532
H 0.177 1.575 -2.824 0.126
C -4.230 -9.209 -1.131 -1.991
Cl -5.107 3.119 6.379 0.514
Cl 4.742 5.907 4.050 0.599
C -0.153 2.372 -0.705 -0.122
Cl 0.626 5.995 -4.564 0.560
Cl -1.226 -12.045 -4.714 0.505
H 3.644 6.289 1.939 0.000
Cl 2.585 -2.774 -6.794 0.514
Cl -9.407 -11.359 -0.256 0.512
C -0.899 -6.443 4.761 -1.968
C -1.814 2.336 -0.542 -0.045
Cl -4.446 0.946 -0.311 0.616
C 3.104 -1.676 -2.311 -0.192
Cl -10.011 -7.837 5.884 0.513
H 1.622 -3.776 0.356 0.119
Cl -0.539 5.240 -7.121 0.511
Cl -0.484 -14.292 -3.020 0.515
H 0.207 3.460 -2.759 0.092
Cl -2.705 -8.966 -0.241 0.496
H -0.322 -3.004 -2.098 0.123
F 6.213 4.618 2.482 -0.078
H 3.408 -1.670 -1.181 0.111
C 2.228 5.527 0.254 -0.124
C 2.445 -0.283 -2.867 -0.149
Cl 2.528 -0.400 4.151 0.509
H 8.353 -1.407 0.380 0.110
C -9.630 10.143 -10.833 -1.988
C -1.191 -3.906 0.835 -0.223
Cl -8.579 -9.371 1.700 0.490
H 1.223 6.148 0.079 0.137
N 4.569 1.481 -2.014 0.006
C 6.870 -6.130 4.487 -1.979
C -5.730 -0.252 -0.612 -1.960
Cl -6.712 13.094 -11.531 0.494
Cl -10.460 -11.458 2.454 0.516
Cl 6.527 -6.043 2.740 0.530
C -9.030 -11.078 1.462 -2.015
Cl -0.125 -3.812 -7.002 0.529
H 6.516 1.178 -2.922 0.145
Cl 3.046 -4.678 7.858 0.477
H 7.693 -3.161 2.575 0.056
Cl -1.817 7.279 -5.486 0.523
Cl 0.429 -5.307 5.111 0.481
Cl -7.312 0.567 -0.636 0.531
H 6.016 4.672 -2.013 0.172
C -0.899 5.752 -5.453 -1.984
H 6.908 3.180 -1.285 0.144
C -6.631 2.876 5.490 -2.009
C 0.744 -2.923 -1.573 -0.199
F 5.386 2.584 1.551 0.042
Cl -3.869 -9.721 -2.799 0.488
C -0.405 -4.906 -0.199 -0.168
Cl -10.476 11.699 -11.033 0.514
Cl -3.846 13.474 -11.206 0.520
H 0.813 -1.938 -0.911 0.115
Cl 2.623 5.759 6.039 0.512
C 6.277 3.744 1.252 -0.215
Cl -2.005 10.219 -7.860 0.501
Cl -2.494 7.692 -9.216 0.496
C 5.782 0.592 -2.185 -0.127
C 1.984 -2.874 -2.644 -0.213
C 5.938 3.833 -1.169 -0.056
C -1.681 2.225 2.337 -0.163
H 2.848 7.710 0.990 0.092
H -3.342 2.753 3.939 0.035
C -1.830 -13.250 -3.549 -2.003
Cl -5.147 -7.682 -1.164 0.493
Cl -1.185 -7.479 6.181 0.534
Cl -6.823 -5.709 1.438 0.509
Cl 2.054 -2.884 5.589 0.452
Cl -5.447 -1.043 -2.184 0.521
Cl -3.085 -14.249 -4.324 0.518
Cl 5.019 7.318 6.579 0.525
H 1.561 -2.712 -3.748 0.057
H -1.425 -2.913 0.246 0.123
H -1.221 -2.612 3.714 0.093
C 7.153 -2.967 1.532 -0.192
Cl -11.530 -5.396 5.435 0.515
C 3.138 1.092 -2.310 0.011
Cl 0.065 10.886 8.591 0.522
C -5.130 12.276 -11.508 -1.994
H 4.269 6.691 0.196 0.076
Cl -5.197 -10.466 -0.319 0.506
Cl -7.870 10.419 -10.838 0.447
C 0.570 9.837 7.242 -2.002
Cl -8.882 -5.698 4.267 0.466
Cl -0.425 8.359 7.234 0.506
C -0.044 2.208 2.211 -0.020
Cl -10.110 9.400 -9.286 0.513
H 7.610 -0.768 1.990 0.120
H 5.391 -0.252 1.000 0.119
Cl -9.173 -5.350 7.141 0.513
H 2.899 5.474 -3.219 0.087
C 6.053 -0.815 0.183 -0.191
H 7.675 -3.692 0.747 0.087
H 1.892 2.281 0.768 0.085
C 1.036 -4.213 -0.569 -0.197
H 1.697 -5.050 -1.069 0.110
H -2.534 2.375 -1.492 0.073
Cl -7.549 4.403 5.457 0.520
Cl -7.673 -12.125 1.951 0.502
C 4.470 -4.525 8.918 -1.973
C 4.568 2.956 -1.559 0.034
H 5.575 -0.439 -2.699 0.130
H 1.317 -0.270 -2.475 0.115
C 3.306 6.640 0.864 -0.118
C -2.306 2.200 3.869 -0.113
H -2.213 -4.384 1.158 0.076
C -1.499 9.170 -9.208 -2.006
Cl -2.381 -5.527 4.386 0.499
H 6.012 -3.241 1.575 0.024
C -2.559 2.264 0.952 -0.117
Cl 5.849 -5.386 8.187 0.480
C 2.222 2.431 -2.006 -0.021
Cl -1.713 10.038 -10.749 0.507
H 5.424 -1.647 -0.349 0.098
H -1.289 -1.663 2.031 0.098
Cl -5.714 -1.477 0.681 0.494
H 4.023 -1.933 -3.028 0.114
H -2.327 1.110 4.315 0.093
C 3.870 6.807 5.317 -1.970
Cl 5.388 -5.756 5.402 0.453
Cl 2.285 9.397 7.443 0.478
H 6.804 1.315 -0.161 0.084
F 7.727 3.356 1.135 0.039
H -1.046 -4.976 -1.203 0.127
O 5.823 4.551 0.109 -0.034
Cl 0.365 -1.285 -5.646 0.523
H -0.297 -5.991 0.232 0.106
H 2.584 -3.886 -2.686 0.112
Cl 8.139 -4.950 4.902 0.524
Cl -5.114 11.050 -10.215 0.460
Cl 4.882 -2.803 9.115 0.502
C 0.870 -2.334 -6.994 -2.002
Cl -4.847 11.485 -13.079 0.521
Cl -7.599 1.619 6.302 0.520
C 3.301 -1.836 4.867 -1.964
Cl -2.524 -12.414 -2.136 0.473
Cl -0.459 -7.458 3.364 0.524
Cl 0.356 10.706 5.702 0.507
Cl -6.271 2.364 3.822 0.501
H 2.102 4.672 1.043 0.090
Cl -4.987 -3.835 2.695 0.491
H 2.348 -0.233 -4.053 0.102
H -3.731 2.244 0.988 -0.014
Cl 4.450 -1.324 6.129 0.517
H -1.542 2.809 4.540 0.087
C -9.899 -6.071 5.682 -2.005
C -0.656 -2.409 2.690 -0.117
Cl -4.020 -6.417 1.767 0.475
O 2.561 5.913 -2.372 -0.002
N 3.161 3.557 -1.548 0.133
C 0.701 2.281 0.719 -0.028
H 0.375 -1.851 2.912 0.063
C 7.352 -1.419 1.030 -0.250
Cl 0.216 8.730 -9.008 0.507
C 0.592 2.489 -2.184 -0.110
Cl -1.867 4.495 -4.642 0.516
Cl 0.656 -1.465 -8.535 0.528
Cl -5.766 -6.266 4.091 0.501
B 2.673 4.956 -1.221 -0.395
C -5.399 -5.557 2.498 -1.964
O -0.371 -3.702 2.040 -0.286
Cl 4.172 -2.736 3.600 0.522
H 7.736 0.008 -1.159 0.129
Cl -10.064 9.054 -12.175 0.515
Cl 4.104 -5.235 10.510 0.530
C 6.652 0.349 -0.804 -0.177
Cl 3.097 8.243 4.600 0.492
```

The total charge is +1. Its LUMO energy is -3.5163 eV. The value obtained for the orbital gap is 0.2583 hartree. The highest occupied orbital energy comes out at -10.5 eV.

(2)
DFT (ωB97M-V/def2-TZVPD) results for a molecular structure, C54H49CdClF3N11O4PSb.

The geometry in XYZ format:
```
125
Properties=species:S:1:pos:R:3:lowdin_charge:R:1
C -3.109 2.194 4.499 -0.055
C -4.056 -1.257 4.106 -0.129
H 1.011 -2.842 0.680 0.082
C 0.672 6.238 -0.334 -0.182
H -5.131 -0.859 5.940 0.125
C 1.654 7.036 0.232 0.010
C 0.921 -5.810 -0.895 -0.139
H -3.522 2.188 5.499 0.121
C 0.472 -4.390 3.685 0.010
C -0.036 10.348 0.121 -0.165
O 3.991 1.587 4.308 0.107
H 1.045 -1.561 5.462 0.129
C -0.969 -2.606 2.901 -0.384
H -1.041 4.060 -0.113 0.132
H -1.285 6.153 -1.231 0.114
N 0.089 1.408 2.778 -0.065
C 2.503 -2.814 -1.979 -0.251
C -6.438 -2.364 3.197 0.004
C -0.392 -1.764 3.853 -0.141
C 2.200 -0.513 0.681 -0.578
H -7.376 -2.791 2.870 0.126
H -0.915 3.781 -4.401 0.095
H -5.393 -2.780 1.388 0.096
C -0.768 8.129 -0.600 -0.002
H 0.422 -4.125 -3.771 0.096
C 0.291 -4.307 -2.701 -0.300
N 1.423 -4.782 0.012 -0.122
H -5.179 2.360 -1.632 0.120
C -4.740 0.921 -3.178 -0.023
C 0.639 -3.547 -0.062 -0.319
C -3.361 2.554 2.144 -0.069
C 2.228 0.841 2.953 -0.046
C 1.070 0.052 -4.143 -0.151
H 4.091 -4.127 -1.793 0.185
H -5.683 1.041 -3.695 0.126
F -4.080 -6.459 -2.105 0.086
N 1.121 -5.454 -2.301 -0.138
C -0.017 3.859 -0.386 -0.174
Sb -2.392 -1.714 1.584 1.483
C -5.316 -2.349 2.379 -0.119
N -0.237 11.471 0.252 0.189
C -1.789 1.808 4.309 -0.051
H -0.754 -4.571 -2.546 0.076
C -2.041 2.187 1.946 -0.071
H -0.931 -4.615 2.111 0.077
O 4.417 -0.183 3.051 0.140
H -3.758 -6.709 0.442 0.130
H 3.071 -6.162 -2.345 0.148
C 1.017 -3.520 4.610 -0.273
H -1.702 8.564 -0.927 0.130
H 1.865 0.288 -6.210 0.123
H 2.581 6.608 0.588 0.123
H -3.106 -4.863 1.955 0.113
H -0.714 -0.733 3.935 0.066
H -1.196 1.491 5.154 0.093
Cl 1.234 2.519 4.931 0.870
C -2.596 -0.093 -2.960 -0.173
N -2.327 0.611 -1.853 -0.058
C -4.117 -1.802 2.824 -0.393
N 0.907 4.836 -0.474 -0.003
C 1.859 2.897 -0.816 -0.126
C -5.164 -1.265 4.938 0.004
C -0.377 3.319 -3.573 0.001
C -0.521 -3.923 2.836 -0.136
C -3.554 -5.718 0.058 0.014
C 2.808 -4.552 -0.192 -0.087
C -4.464 1.656 -2.036 -0.024
H -1.600 2.158 0.960 0.041
H -0.398 -3.776 0.187 0.049
H 2.679 -4.944 -3.592 0.145
H 2.179 9.028 0.820 0.134
H -1.819 -0.768 -3.301 0.091
N 0.520 2.671 -0.576 -0.032
H 3.984 -0.731 2.357 0.073
H -2.945 -2.193 -1.398 0.054
H 0.821 -5.413 3.644 0.126
Cd -0.225 0.510 -1.044 1.376
P 0.656 -2.763 -1.740 1.025
H 3.177 -3.726 0.417 0.135
F 1.981 -3.961 5.425 0.087
H 0.346 4.043 -3.187 0.083
C 1.425 8.394 0.375 0.007
C 0.212 8.940 -0.036 -0.211
H -3.134 -0.827 4.481 0.081
H 3.022 4.788 -0.880 0.133
H 2.543 2.086 -1.004 0.106
C 1.630 0.326 1.780 -0.160
H 2.959 -2.096 -1.304 0.071
C -3.709 -5.462 -1.294 -0.283
C -3.789 0.028 -3.646 -0.029
H -3.983 2.829 1.300 0.099
N 0.359 0.673 1.679 0.089
O 1.644 -0.407 -0.463 -0.239
H -3.011 2.004 -0.495 0.067
C 2.112 4.229 -0.751 -0.020
C -3.898 2.569 3.424 -0.055
N 3.080 -4.165 -1.660 -0.059
C 3.624 0.786 3.494 -0.495
H -3.962 -0.569 -4.531 0.120
H 3.388 -5.458 -0.017 0.150
H -0.144 -5.956 -0.714 0.137
O 3.135 -1.292 0.904 0.029
H -4.928 2.860 3.580 0.117
N 0.405 0.943 -3.324 0.008
C -6.337 -1.822 4.463 -0.277
C -2.921 -3.397 0.383 -0.437
H -1.092 3.091 -2.787 0.050
H 1.289 -0.951 -3.826 0.050
C -0.536 6.773 -0.756 -0.004
H 1.446 -6.745 -0.694 0.142
C -1.255 1.824 3.028 -0.215
C 2.501 -5.259 -2.564 -0.109
C -3.176 -4.674 0.889 -0.120
C -3.508 -4.206 -1.834 -0.018
H 2.781 -2.574 -3.007 0.098
N 0.863 1.919 -5.226 0.120
C 0.292 2.064 -4.012 -0.381
H 0.906 2.632 -5.936 0.172
C -3.103 -3.184 -0.983 -0.161
F -7.414 -1.837 5.259 0.082
H -3.678 -4.046 -2.891 0.122
C 1.201 1.550 3.544 -0.575
C -3.251 1.468 -1.402 -0.139
C 1.363 0.643 -5.327 -0.059
C 0.597 -2.208 4.718 0.013
```

The total charge is +2. Its LUMO energy is -4.7149 eV. The value obtained for the orbital gap is 0.2826 hartree. The calculation puts the energy above the lowest of the compared OMol25 structures with the same formula, charge and spin at 0.000 eV. The highest occupied orbital energy comes out at -12.4 eV.

(3)
DFT (ωB97M-V/def2-TZVPD) results for a molecular structure, C33H32BHgN8.

The geometry in XYZ format:
```
75
Properties=species:S:1:pos:R:3:mulliken_spin:R:1
N -1.273 0.175 2.029 0.002
C -0.776 -4.580 0.334 0.016
C 3.274 -0.680 2.357 0.008
N -1.817 0.002 0.806 0.025
C -0.070 5.282 -3.812 -0.001
C 5.698 -2.238 -1.037 0.001
C -0.067 4.332 0.501 0.007
H 6.558 -2.873 -0.859 0.000
H 0.844 3.721 3.601 0.000
H -1.906 -2.827 0.746 -0.008
C -4.926 -1.836 -0.013 0.004
C -0.056 4.993 -2.456 -0.001
H -0.177 2.129 -5.025 -0.001
H -1.572 -5.306 0.272 0.001
C 5.373 -1.850 -2.329 0.001
C -1.748 -0.411 4.433 0.000
C -4.327 -0.881 -2.542 -0.014
H -0.078 5.408 0.435 -0.001
H 2.103 -3.052 0.370 -0.002
H -6.592 -2.813 -0.937 0.000
H -0.052 5.154 3.082 0.000
H -0.918 3.709 3.617 0.000
H -6.058 -1.966 -3.204 0.000
C -0.084 3.675 -2.001 0.031
H -5.170 -2.213 0.972 0.000
H -0.036 1.463 3.375 0.000
N -0.051 2.166 -0.058 0.006
H 1.806 1.099 4.732 0.000
C -2.056 -0.390 2.972 0.005
H -0.122 4.484 -5.805 0.001
C -3.525 -0.540 -1.464 -0.026
C 2.989 -0.570 0.984 0.001
C -2.954 -0.666 0.966 0.002
H -2.678 0.118 -1.610 0.065
C -5.432 -1.702 -2.362 0.001
C 0.587 -4.706 0.202 0.001
C -3.810 -1.016 -0.185 -0.019
H -3.966 -1.463 2.805 0.000
C 2.193 -0.116 2.999 0.004
C 3.500 -0.610 -1.465 -0.024
H -2.611 -0.797 4.974 0.000
H -1.511 0.582 4.815 0.000
H -0.901 -1.066 4.641 0.000
C -5.729 -2.177 -1.092 0.001
H 5.185 -2.135 1.037 0.000
C -0.045 4.066 3.070 0.000
N 1.810 0.016 0.821 0.038
H 5.976 -2.178 -3.166 0.000
C 4.925 -1.817 0.035 0.002
N 0.099 -2.543 0.629 0.013
H 4.015 -0.715 -3.541 -0.002
C -3.145 -0.949 2.332 0.009
C -0.142 2.941 -4.308 0.029
N 1.317 0.284 2.050 0.002
H 1.150 -0.533 4.832 0.000
H 2.662 0.051 -1.638 0.062
H -0.048 6.314 -4.139 0.000
H 1.145 -5.604 -0.004 0.000
N -1.020 -3.279 0.581 0.006
Hg 0.037 -0.257 -0.827 0.748
N -0.046 2.280 1.291 -0.003
C 1.082 -3.403 0.392 0.006
H -4.091 -0.499 -3.528 -0.001
C -0.053 3.587 1.655 0.003
C 4.271 -1.033 -2.537 -0.011
C 1.991 0.057 4.469 0.000
H -0.158 1.625 -2.628 -0.047
C 3.810 -1.002 -0.164 -0.012
H 2.887 -0.277 4.990 0.000
C -0.067 3.396 -0.552 0.021
C -0.113 4.258 -4.747 -0.001
H 4.154 -1.085 2.830 0.000
B -0.008 1.070 2.246 0.083
C -0.129 2.656 -2.952 -0.031
H -0.021 5.806 -1.742 0.001
```

As for the multiplicity: 2. The total charge is 0. Its LUMO energy (alpha / beta) is 0.6551 / -1.0821 eV. The value obtained for the orbital gap (alpha / beta) is 0.2909 / 0.2562 hartree. The highest occupied orbital energy (alpha / beta) comes out at -7.3 / -8.1 eV.

(4)
DFT (ωB97M-V/def2-TZVPD) results for a gas-phase ion, C3HNOS3 (charge -2) at a distorted geometry.

The geometry in XYZ format:
```
9
Properties=species:S:1:pos:R:3:nbo_charge:R:1
S 1.257 -1.489 -0.110 0.157
H -2.001 0.227 -0.127 0.351
N -0.936 0.057 -0.156 -0.730
S -1.075 2.624 0.041 -0.509
O -1.349 -2.167 0.163 -0.689
C -0.482 -1.286 -0.017 0.497
S 3.146 0.727 0.065 -0.429
C 1.686 0.108 0.452 -0.592
C -0.247 1.198 -0.311 -0.057
```

As for the multiplicity: 3. The total charge is -2. Its LUMO energy (alpha / beta) is 5.9066 / 5.7025 eV. The value obtained for the orbital gap (alpha / beta) is 0.1191 / 0.1813 hartree. The calculation puts the energy above the lowest of the compared OMol25 structures with the same formula, charge and spin at 0.000 eV. The highest occupied orbital energy (alpha / beta) comes out at 2.7 / 0.8 eV.